No. 1
# C16H15KN3O2

A molecular structure, C16H15KN3O2 (ωB97M-V with the def2-TZVPD basis set, the OMol25 dataset).

```
37
Properties=species:S:1:pos:R:3
C -0.1655 -2.0210 -0.5842
H -3.2624 -2.0197 0.8391
H -3.5214 -0.0031 -0.1090
C 0.4479 -2.4667 -1.7440
H -1.8204 -2.3588 1.7906
H -2.1623 -4.1161 -3.1242
C 4.5577 0.5566 -0.1596
H 5.8233 1.9641 0.9522
C -2.7445 0.4187 0.5478
C -2.1904 -1.7989 0.9273
O 4.3603 1.6480 3.2405
H -3.8177 4.8653 -0.2317
O 2.1582 0.2574 -0.4784
H 4.6746 1.2282 -1.0111
C -0.2636 -3.2292 -2.6616
C 5.2874 1.0242 1.0886
H 5.9906 0.2952 1.4908
N -1.9600 -0.3793 1.1797
H 0.2091 -3.5760 -3.5723
H -1.8241 4.7263 1.6052
H 4.8331 -0.4472 -0.4846
C -1.5944 -3.5315 -2.4104
K 0.2740 1.1838 1.2762
C -3.3508 3.9708 0.1531
C -2.7594 1.8555 0.5832
H 1.4789 -2.1917 -1.9257
H 0.4134 -1.4186 0.1024
C -2.3152 3.9005 1.1055
C -2.2076 -3.0673 -1.2530
H -3.2543 -3.2924 -1.0791
H -4.3812 2.2929 -0.8758
C -3.6369 2.6497 -0.1772
C 3.0901 0.5610 0.2778
N -1.9545 2.6409 1.3748
C -1.5031 -2.3085 -0.3241
N 2.9382 0.9370 1.5627
C 4.1533 1.2500 2.1086
```

The HOMO energy comes out at -4.271 eV. As for the charge: -1. As for the HOMO-LUMO gap: 6.99 eV. The value obtained for the max |F| is 0.33 eV/Å.


No. 2
# C16H16B2Cr2F2MgN2O27S2

A molecular structure, C16H16B2Cr2F2MgN2O27S2 (ωB97M-V with the def2-TZVPD basis set, the OMol25 dataset).

```
70
Properties=species:S:1:pos:R:3
O 11.9704 -17.8700 -9.1065
O 5.9387 -16.0538 -12.5684
O 14.2907 -18.2175 -8.5694
O 9.1241 -14.0719 -16.1412
H 10.4331 -23.4852 -15.7009
H 9.3598 -14.7551 -8.3579
C 12.7612 -16.6164 -10.8712
S 5.3966 -14.8270 -13.1578
H 4.7963 -18.3559 -9.3896
C 14.2500 -16.8257 -6.7086
C 10.7219 -19.7381 -14.3564
B 9.8519 -16.6397 -18.4593
O 9.7191 -16.7432 -19.8906
O 13.5308 -16.3766 -9.9062
O 10.7159 -20.8282 -15.1384
O 9.0321 -16.6444 -12.9307
H 11.7598 -18.2639 -15.4982
C 7.6278 -15.1890 -9.5681
O 9.0681 -14.4798 -13.2449
O 15.9471 -18.6277 -7.1352
C 8.8183 -15.6482 -8.6699
H 11.9514 -18.1322 -13.7934
O 8.5829 -19.8388 -18.7897
O 7.8239 -17.8274 -10.4890
C 11.9341 -18.8614 -14.6034
C 9.4930 -21.5913 -15.1461
H 10.0382 -22.4889 -17.0316
C 5.5302 -18.3032 -10.1938
O 11.2217 -16.3640 -17.9456
N 9.6000 -15.5896 -13.2924
H 7.3278 -14.1918 -9.2464
H 8.6940 -20.9093 -15.4372
O 9.0718 -15.4761 -17.9992
Cr 12.6942 -14.4251 -14.0078
O 13.1922 -16.4314 -7.4754
O 4.4296 -14.4986 -16.0416
H 8.0171 -15.2734 -10.5827
O 12.0557 -14.9321 -16.2324
C 11.6639 -17.6598 -10.4022
H 5.7952 -19.3355 -10.4226
C 9.6771 -14.8363 -16.9758
O 3.9486 -14.6677 -13.2085
H 8.3328 -16.1659 -7.8426
O 6.1090 -16.2449 -15.6172
O 9.8183 -19.2259 -13.6666
H 5.0637 -17.9264 -11.1040
C 9.6825 -22.7717 -16.0409
C 14.9355 -18.0232 -7.4618
H 8.7487 -23.3095 -16.2050
O 6.5690 -16.1438 -9.4807
C 11.1074 -15.3678 -16.9561
O 10.6056 -18.0016 -11.0170
F 5.6494 -13.7387 -11.9612
H 9.2645 -22.0687 -14.1933
B 13.2716 -17.1943 -8.7471
O 10.7584 -15.6199 -13.7196
C 8.9112 -18.6404 -18.9492
H 12.8453 -19.4565 -14.5423
H 9.4222 -16.2632 -9.3371
Mg 8.9112 -18.4223 -12.0729
F 6.6196 -14.1688 -16.5333
O 9.4781 -18.3379 -21.4103
O 12.8064 -16.0514 -11.9614
O 14.6019 -16.2229 -5.7067
O 9.1617 -17.9211 -18.0116
C 6.7660 -17.3959 -10.0174
N 6.3556 -14.0504 -14.3137
Cr 7.9956 -12.9455 -14.2614
C 9.4367 -17.9248 -20.2361
S 5.6960 -14.8580 -15.4765
```

The HOMO energy (alpha / beta) comes out at -11.514 / -11.514 eV. As for the multiplicity: 10. As for the charge: +1. As for the HOMO-LUMO gap (alpha / beta): 4.45 / 5.56 eV. Its expectation value of S² is 24.76. The value obtained for the max |F| is 10.38 eV/Å.


No. 3
# C16H16BBr2ClNOPS

3 unconnected molecules or ions with the total composition C16H16BBr2ClNOPS (ωB97M-V with the def2-TZVPD basis set, the OMol25 dataset).

```
40
Properties=species:S:1:pos:R:3
H 1.0733 3.1128 0.7522
H -3.0476 -2.1867 -4.6014
C 1.5270 1.7592 -0.8556
O -2.7969 -7.9456 0.5859
C 3.7195 6.8269 2.8319
H -3.0662 -8.8863 0.4679
C -0.8373 -5.5851 -0.2207
C 3.5065 5.1880 1.0780
C 3.6254 5.8188 3.7862
H 0.0501 -1.2575 -1.3431
H 3.6674 6.0651 4.8416
Br -1.1507 -2.9895 -2.4389
P -3.8371 -7.0194 -0.4045
H 2.2771 2.4092 -1.2944
C -3.7019 -4.3807 -1.9058
C 1.2437 0.5295 -1.4417
Cl -5.5047 -6.5390 0.8403
H 1.7764 0.2178 -2.3338
C -3.0630 -3.3906 -2.6883
C 3.4216 4.1789 2.0322
C 3.4788 4.4940 3.3861
H 3.3099 3.1457 1.7203
H -1.1603 -0.5488 0.6969
C 0.8499 2.1554 0.2935
C 0.2754 -0.3001 -0.8837
S 0.6667 -6.0526 -0.7766
C -0.4042 0.0978 0.2631
C -3.8264 -2.5378 -3.8272
H 3.8397 7.8592 3.1436
H 3.4552 4.9426 0.0225
C 3.6586 6.5122 1.4780
H -4.2602 -1.5688 -3.3823
B -3.0373 -5.2782 -0.7456
Br -5.6401 -4.7449 -2.2878
H 3.4091 3.7073 4.1298
C -0.1144 1.3234 0.8545
H -4.5905 -3.1647 -4.3879
H 3.7297 7.2986 0.7341
H -0.6406 1.6310 1.7517
N -1.8812 -4.8969 0.1289
```

The HOMO energy comes out at -8.746 eV. As for the charge: 0. Its SMILES is C/C(Br)=C(\Br)B(N=C=S)P(O)Cl.c1ccccc1.c1ccccc1. As for the HOMO-LUMO gap: 7.39 eV. The value obtained for the max |F| is 6.28 eV/Å.